C3H9N5 in the gas phase in a non-equilibrium geometry. Source: the OMol25 dataset; level of theory: ωB97M-V/def2-TZVPD.

## Properties
largest force on an atom = 7.015 eV/Å
E = -393.2974 Ha
ΔE to the lowest compared entry with this formula, charge and spin = 5.881 eV
Kohn-Sham gap = 8.980 eV
HOMO = -8.43 eV

The geometry in XYZ format:
```
17
Properties=species:S:1:pos:R:3:lowdin_charge:R:1
N -1.007 1.386 0.108 0.012
C -0.606 0.183 -0.849 -0.133
H 1.410 -0.154 0.611 0.147
H -0.158 1.612 0.554 0.052
H -2.682 0.765 1.341 0.185
H -1.266 0.284 -1.755 0.089
H 2.082 0.278 -3.000 0.039
C -1.114 -0.629 1.574 -0.348
N 1.870 0.066 -0.471 0.061
H 0.511 -2.101 1.758 0.162
N 1.195 0.561 -2.610 0.089
N -1.591 0.600 1.246 -0.056
N -0.037 -1.263 1.178 -0.064
H -0.660 -0.962 -0.207 0.119
H 2.823 0.021 -0.600 0.037
C 0.919 0.311 -1.438 -0.538
H -1.688 -0.958 2.559 0.149
```

---

A molecular structure, C3H9N5 in a non-equilibrium geometry. Source: the OMol25 dataset; level of theory: ωB97M-V/def2-TZVPD.

## Properties
largest force on an atom = 1.263 eV/Å
E = -393.3710 Ha
ΔE to the lowest compared entry with this formula, charge and spin = 3.879 eV
Kohn-Sham gap = 8.903 eV
HOMO = -7.97 eV

The geometry in XYZ format:
```
17
Properties=species:S:1:pos:R:3:lowdin_charge:R:1
H -1.758 -0.653 1.314 0.097
C 1.051 -0.767 -0.451 -0.546
H -1.229 -1.886 -1.095 0.092
N -0.401 -0.387 -0.101 -0.261
N -0.750 -0.699 1.219 0.112
H 0.699 1.417 1.635 0.074
H -0.428 -1.650 1.409 0.092
H -1.213 -0.474 -1.927 0.095
C 0.258 1.102 -0.436 -0.304
N 1.448 0.437 -0.800 0.079
H 0.858 2.843 0.593 0.085
H -0.295 1.576 -1.260 0.128
N 1.343 -1.998 -0.362 0.096
H 2.307 -2.207 -0.589 0.039
H -0.757 2.269 1.059 0.075
N -1.389 -0.880 -1.011 0.110
C 0.255 1.958 0.803 -0.063
```

---

Which of these has the highest HOMO?
number 2

---

Number 2 is which compound?
C3H9N5

---

Look up the E of the second one.
-393.3710 Ha

---

Look up the largest force on an atom of the first one.
7.015 eV/Å